1.
C29H55AsBN5O3SSi3Ti | wB97M-V/def2-TZVPD

Geometry (Å):
1 Ti -0.517 -0.397 0.053
2 N -1.214 -1.031 4.394
3 C -0.831 -0.823 3.082
4 S -2.038 -1.076 1.868
5 N 0.382 -0.441 2.863
6 N 0.741 -0.246 1.551
7 C 2.081 -0.243 1.374
8 C 2.739 -0.248 0.138
9 C 4.160 -0.439 0.085
10 C 4.812 -0.691 -1.105
11 C 4.100 -0.750 -2.302
12 C 2.727 -0.485 -2.309
13 C 2.025 -0.227 -1.136
14 O 0.757 0.173 -1.170
15 H -2.040 -1.597 4.496
16 H -0.460 -1.271 5.019
17 H 2.680 -0.335 2.276
18 H 4.709 -0.457 1.018
19 H 5.878 -0.877 -1.095
20 H 4.601 -1.020 -3.221
21 H 2.159 -0.535 -3.231
22 N 3.612 2.960 -1.179
23 C 2.844 4.111 -0.705
24 C 1.346 3.796 -0.517
25 N 0.963 2.763 0.434
26 H 4.570 3.205 -1.416
27 H 3.184 2.490 -1.990
28 H 3.657 2.147 -0.499
29 H 2.955 4.926 -1.422
30 H 3.274 4.415 0.251
31 H 0.895 3.518 -1.476
32 H 0.894 4.739 -0.197
33 H 1.400 2.880 1.339
34 H 1.052 1.775 0.138
35 C -1.489 5.091 -1.519
36 Si -2.476 3.564 -2.155
37 C -1.560 2.958 -3.737
38 C -4.133 4.284 -2.805
39 As -1.935 1.669 -0.585
40 Si -2.732 2.768 1.398
41 C -3.580 1.733 2.751
42 C -1.259 3.585 2.290
43 C -3.961 4.188 1.028
44 Si -3.906 0.466 -1.205
45 C -3.913 0.423 -3.114
46 C -5.497 1.407 -0.731
47 C -4.209 -1.306 -0.588
48 H -2.128 5.967 -1.410
49 H -0.676 5.365 -2.191
50 H -1.065 4.865 -0.540
51 H -0.845 3.688 -4.117
52 H -2.262 2.738 -4.540
53 H -1.017 2.039 -3.506
54 H -3.957 4.928 -3.665
55 H -4.642 4.875 -2.045
56 H -4.821 3.498 -3.115
57 H -2.844 1.227 3.373
58 H -4.234 0.964 2.344
59 H -4.175 2.384 3.393
60 H -0.585 2.815 2.667
61 H -1.601 4.175 3.141
62 H -0.695 4.239 1.629
63 H -4.915 3.806 0.668
64 H -3.569 4.872 0.276
65 H -4.155 4.756 1.937
66 H -4.341 1.336 -3.528
67 H -4.490 -0.419 -3.494
68 H -2.894 0.330 -3.490
69 H -5.452 2.441 -1.071
70 H -5.646 1.418 0.348
71 H -6.374 0.943 -1.181
72 H -3.301 -1.904 -0.554
73 H -4.917 -1.818 -1.241
74 H -4.619 -1.308 0.422
75 C -2.811 -3.161 -7.206
76 C -3.676 -3.781 -6.099
77 C -4.125 -5.173 -6.548
78 C -4.932 -2.923 -5.874
79 C -2.882 -3.813 -4.794
80 C -2.609 -4.997 -4.114
81 C -1.944 -5.019 -2.891
82 C -1.573 -3.812 -2.346
83 O -0.962 -3.541 -1.157
84 B -0.830 -2.158 -1.057
85 O -1.363 -1.579 -2.258
86 C -1.819 -2.617 -3.021
87 C -2.447 -2.602 -4.246
88 H -3.356 -3.141 -8.151
89 H -1.897 -3.740 -7.340
90 H -2.533 -2.137 -6.958
91 H -4.722 -5.089 -7.457
92 H -4.742 -5.649 -5.786
93 H -3.272 -5.815 -6.766
94 H -5.569 -2.930 -6.759
95 H -4.667 -1.889 -5.657
96 H -5.502 -3.312 -5.029
97 H -2.914 -5.947 -4.527
98 H -1.737 -5.952 -2.385
99 H -2.608 -1.666 -4.759

## Properties
Charge: 0
Total energy (eV): -163659.8455
Highest occupied orbital energy (spin up / spin down) (eV): -4.4696 / -4.5309
2S+1: 1
HOMO-LUMO gap (spin up / spin down) (eV): 3.89 / 3.95

Atom charges from the Mulliken analysis, given in e for atoms 1 to 5:
1 Ti -0.88
2 N -0.47
3 C 0.46
4 S -0.53
5 N -1.56

***

2.
C4H6N2O2 | wB97M-V/def2-TZVPD

Geometry (Å):
1 C -2.301 -1.078 -0.780
2 C -1.689 -0.139 -0.240
3 C -0.980 0.779 0.727
4 N 0.495 0.661 0.435
5 O 0.648 1.280 -0.848
6 C 1.042 -0.635 0.613
7 N 2.164 -1.066 0.254
8 O 2.922 -0.202 -0.573
9 H -2.863 -1.940 -1.138
10 H -1.255 0.523 1.775
11 H -1.257 1.774 0.655
12 H 0.298 0.536 -1.449
13 H 0.318 -1.166 1.393
14 H 2.459 0.674 -0.823

## Properties
Relative energy (zero: lowest compared OMol25 entry of this formula, charge and spin) (eV): 7.0709
Charge: 0
Total energy (eV): -11313.9709
Highest occupied orbital energy (eV): -9.3432
2S+1: 1
HOMO-LUMO gap (eV): 9.86
SMILES string: C#CCN(O)/C=N\O

Atom charges from the Mulliken analysis, given in e for atoms 1 to 5:
1 C 0.00
2 C -0.35
3 C -0.51
4 N -0.18
5 O -0.49

***

3.
C20H30Cl2N2O5 | wB97M-V/def2-TZVPD

Geometry (Å):
1 C 5.599 -2.705 -0.474
2 C 4.966 -1.288 -0.213
3 C 5.706 -0.282 0.542
4 C 5.055 0.996 0.765
5 C 3.703 1.332 0.281
6 C 3.199 2.750 0.689
7 C 2.172 3.425 -0.281
8 C 2.731 2.756 2.215
9 C 2.968 0.326 -0.477
10 O 1.690 0.621 -0.925
11 C 0.997 -0.485 -1.496
12 C -0.534 -0.068 -1.576
13 O -1.164 -0.893 -2.572
14 C -1.551 -2.028 -1.804
15 O -1.607 -3.117 -2.255
16 O -1.820 -1.638 -0.491
17 C -1.325 -0.299 -0.250
18 N -2.521 0.542 -0.342
19 C -0.559 -0.263 1.135
20 Cl -1.697 0.288 2.469
21 C 0.026 -1.689 1.594
22 C 1.326 -1.479 2.464
23 Cl -1.278 -2.581 2.537
24 C 3.633 -0.971 -0.725
25 H 4.740 -3.424 -0.577
26 H 6.265 -2.725 -1.368
27 H 6.152 -3.035 0.450
28 H 6.712 -0.549 0.932
29 H 5.630 1.749 1.363
30 H 4.117 3.411 0.684
31 H 1.954 4.464 0.084
32 H 2.453 3.376 -1.360
33 H 1.193 2.868 -0.182
34 H 2.301 3.763 2.454
35 H 2.065 1.897 2.470
36 H 3.663 2.670 2.846
37 H 1.052 -1.440 -0.918
38 H 1.326 -0.607 -2.569
39 H -0.668 0.986 -1.922
40 H -3.280 0.162 0.225
41 H -2.324 1.491 -0.021
42 H 0.311 0.441 1.126
43 H 0.270 -2.363 0.739
44 H 2.245 -1.423 1.825
45 H 1.375 -2.274 3.246
46 H 1.213 -0.490 2.990
47 H 3.158 -1.789 -1.321
48 C -7.681 0.043 -2.078
49 N -6.827 0.081 -0.908
50 C -5.834 -0.961 -0.725
51 C -6.923 1.058 0.024
52 O -6.234 1.141 1.023
53 H -8.252 -0.888 -2.077
54 H -7.062 0.088 -2.977
55 H -8.374 0.885 -2.080
56 H -6.027 -1.477 0.217
57 H -4.845 -0.504 -0.678
58 H -5.871 -1.673 -1.548
59 H -7.706 1.800 -0.204

## Properties
Charge: 0
Total energy (eV): -59487.8612
Highest occupied orbital energy (eV): -8.7103
2S+1: 1
HOMO-LUMO gap (eV): 9.32
SMILES string: Cc1ccc(C(C)C)c(OC[C@H]2OC(=O)O[C@@]2(N)[C@@H](Cl)[C@@H](C)Cl)c1.CN(C)C=O

Atom charges from the Mulliken analysis, given in e for atoms 1 to 5:
1 C -1.32
2 C 0.74
3 C -0.93
4 C -0.68
5 C 0.44

***

4.
C5H11NO | wB97M-V/def2-TZVPD

Geometry (Å):
1 C 0.081 -1.180 -0.124
2 C -1.511 -0.831 -0.069
3 C -2.845 1.149 0.030
4 C 2.950 -0.379 -0.286
5 C 2.962 0.689 0.434
6 H 0.797 -0.432 -0.217
7 H 0.019 -1.971 -0.886
8 H 0.317 -1.539 0.947
9 H -0.944 1.051 -0.529
10 H -3.750 0.374 -0.245
11 H -2.864 1.465 1.274
12 H -3.174 2.311 -0.741
13 H 2.897 -1.318 0.064
14 H 3.018 -0.352 -1.357
15 H 2.819 0.364 1.478
16 H 3.170 1.712 0.102
17 N -1.632 0.465 -0.220
18 O -2.311 -1.578 0.344

## Properties
Relative energy (zero: lowest compared OMol25 entry of this formula, charge and spin) (eV): 4.6599
Charge: 0
Total energy (eV): -8897.0374
Highest occupied orbital energy (eV): -9.5344
2S+1: 1
HOMO-LUMO gap (eV): 10.23

Atom charges from the Mulliken analysis, given in e for atoms 1 to 5:
1 C -0.62
2 C 0.55
3 C -0.76
4 C -0.74
5 C -0.38

***

5.
C6H11NO | wB97M-V/def2-TZVPD

Geometry (Å):
1 C 0.729 0.555 0.160
2 C -0.391 -0.514 -1.730
3 C 0.047 -0.576 0.883
4 C 0.067 1.812 0.558
5 C -0.685 -0.637 -3.130
6 C 0.913 -0.548 2.241
7 N -0.021 -1.890 0.250
8 O -0.403 -1.739 -1.235
9 H -0.975 -0.173 1.000
10 H 0.141 2.694 -0.081
11 H 0.657 2.154 1.413
12 H -0.861 1.798 0.867
13 H -1.041 -1.694 -3.371
14 H 0.271 -0.542 -3.706
15 H -1.200 0.257 -3.462
16 H 0.728 -1.516 2.648
17 H 0.560 0.237 2.892
18 H 1.908 -0.229 1.992
19 H 0.931 -2.350 0.269

## Properties
Relative energy (zero: lowest compared OMol25 entry of this formula, charge and spin) (eV): 8.8139
Charge: 0
Total energy (eV): -9929.6406
Highest occupied orbital energy (eV): -7.3974
2S+1: 1
HOMO-LUMO gap (eV): 8.11

Atom charges from the Mulliken analysis, given in e for atoms 1 to 5:
1 C -0.27
2 C 0.31
3 C 0.51
4 C -1.30
5 C -1.06

***

6.
C45H100Br2N5 | wB97M-V/def2-TZVPD

Geometry (Å):
1 C -1.741 1.069 2.220
2 C -2.800 2.097 2.748
3 C -4.191 1.511 2.744
4 C -5.057 2.007 3.918
5 N -6.600 1.977 3.694
6 C -7.224 0.586 3.406
7 C -8.601 0.470 4.104
8 C -8.677 1.682 5.076
9 C -7.289 2.315 5.019
10 C -7.052 2.867 2.446
11 H -2.203 0.495 1.416
12 H -1.561 0.354 3.023
13 H -0.762 1.254 1.779
14 H -2.823 3.047 2.214
15 H -2.411 2.508 3.679
16 H -4.057 0.430 2.781
17 H -4.582 1.580 1.729
18 H -4.868 3.020 4.273
19 H -4.902 1.371 4.789
20 H -7.440 0.425 2.350
21 H -6.538 -0.168 3.791
22 H -9.518 0.279 3.546
23 H -8.637 -0.470 4.654
24 H -9.506 2.302 4.735
25 H -8.878 1.397 6.108
26 H -7.120 3.358 5.289
27 H -6.798 1.761 5.819
28 H -8.137 2.801 2.364
29 H -6.552 2.418 1.588
30 H -6.716 3.847 2.784
31 C 0.611 -1.313 4.185
32 C 1.391 -1.702 2.834
33 C 2.858 -1.121 2.751
34 C 3.137 0.257 3.341
35 N 4.515 0.784 2.950
36 C 5.592 -0.112 3.704
37 C 6.826 0.822 3.890
38 C 6.391 2.234 3.922
39 C 4.881 2.083 3.776
40 C 4.831 1.059 1.469
41 H 0.870 -0.332 4.585
42 H 0.796 -2.124 4.890
43 H -0.448 -1.309 3.927
44 H 0.975 -1.143 1.996
45 H 1.409 -2.741 2.504
46 H 3.003 -1.174 1.672
47 H 3.499 -1.845 3.254
48 H 3.060 0.156 4.423
49 H 2.281 0.852 3.023
50 H 5.744 -0.857 2.923
51 H 5.149 -0.483 4.628
52 H 7.574 0.548 3.146
53 H 7.308 0.554 4.830
54 H 6.966 2.867 3.246
55 H 6.536 2.797 4.844
56 H 4.347 2.903 3.296
57 H 4.406 2.072 4.757
58 H 4.087 1.734 1.044
59 H 4.875 0.128 0.904
60 H 5.723 1.671 1.339
61 C 1.342 5.233 -3.111
62 C 0.825 4.535 -4.411
63 C -0.165 3.416 -4.365
64 C -1.601 3.704 -3.738
65 N -1.919 2.917 -2.414
66 C -3.319 3.326 -1.855
67 C -3.027 4.533 -1.068
68 C -1.680 4.333 -0.401
69 C -0.924 3.282 -1.246
70 C -1.929 1.433 -2.628
71 H 0.563 5.681 -2.494
72 H 2.195 5.898 -3.251
73 H 1.788 4.469 -2.474
74 H 1.654 4.283 -5.073
75 H 0.305 5.345 -4.921
76 H 0.224 2.552 -3.826
77 H -0.389 3.094 -5.383
78 H -2.376 3.265 -4.367
79 H -1.810 4.767 -3.621
80 H -3.678 2.498 -1.243
81 H -3.936 3.723 -2.661
82 H -3.738 4.735 -0.267
83 H -2.903 5.443 -1.655
84 H -1.614 4.043 0.648
85 H -1.207 5.312 -0.465
86 H -0.637 2.341 -0.774
87 H -0.001 3.623 -1.715
88 H -2.371 1.035 -1.714
89 H -0.869 1.194 -2.702
90 H -2.507 1.153 -3.509
91 C -5.918 -4.945 -1.258
92 C -4.789 -5.962 -1.505
93 C -3.336 -5.337 -1.687
94 C -2.965 -4.251 -0.667
95 N -1.490 -3.717 -0.793
96 C -1.310 -2.889 -2.042
97 C 0.106 -3.045 -2.432
98 C 0.389 -4.473 -2.103
99 C -0.416 -4.769 -0.876
100 C -1.187 -2.803 0.443
101 H -5.774 -4.521 -0.264
102 H -6.896 -5.390 -1.071
103 H -5.985 -4.105 -1.950
104 H -5.055 -6.489 -2.421
105 H -4.821 -6.715 -0.717
106 H -3.044 -4.975 -2.672
107 H -2.840 -6.304 -1.605
108 H -3.138 -4.551 0.366
109 H -3.611 -3.412 -0.925
110 H -1.781 -1.906 -2.026
111 H -1.948 -3.460 -2.718
112 H 0.799 -2.467 -1.821
113 H 0.290 -2.804 -3.479
114 H 1.469 -4.538 -1.972
115 H 0.080 -5.147 -2.903
116 H 0.249 -4.646 -0.021
117 H -0.947 -5.711 -1.015
118 H -0.155 -2.502 0.262
119 H -1.115 -3.527 1.255
120 H -1.920 -1.997 0.446
121 C 5.371 -4.605 -0.490
122 C 5.904 -3.141 -0.233
123 C 6.025 -2.144 -1.455
124 C 4.713 -1.602 -1.906
125 N 4.793 -0.847 -3.225
126 C 6.078 -0.114 -3.672
127 C 5.613 1.044 -4.642
128 C 4.178 1.279 -4.449
129 C 3.772 0.380 -3.289
130 C 4.525 -1.861 -4.299
131 H 5.457 -5.231 0.398
132 H 5.902 -5.092 -1.308
133 H 4.325 -4.640 -0.794
134 H 6.919 -3.199 0.162
135 H 5.224 -2.813 0.553
136 H 6.612 -2.448 -2.321
137 H 6.571 -1.287 -1.061
138 H 4.523 -0.812 -1.179
139 H 3.860 -2.271 -1.801
140 H 6.713 -0.882 -4.112
141 H 6.600 0.164 -2.756
142 H 5.822 0.790 -5.681
143 H 6.239 1.916 -4.456
144 H 3.674 1.018 -5.379
145 H 3.902 2.327 -4.328
146 H 2.782 -0.070 -3.355
147 H 3.723 0.903 -2.334
148 H 5.342 -2.582 -4.284
149 H 4.704 -1.519 -5.318
150 H 3.506 -2.248 -4.284
151 Br 1.441 0.260 -0.729
152 Br -0.003 -0.337 -5.238

## Properties
Relative energy (zero: lowest compared OMol25 entry of this formula, charge and spin) (eV): 0.0765
Charge: +3
Total energy (eV): -195796.0211
Highest occupied orbital energy (eV): -11.8404
2S+1: 1
HOMO-LUMO gap (eV): 6.08

Atom charges from the Mulliken analysis, given in e for atoms 1 to 5:
1 C -0.97
2 C -0.61
3 C -0.45
4 C -0.89
5 N 0.21

***

- Which of these has the highest total energy?
  C5H11NO